Here is C36H57BaBrN4O8P2 as an isolated structure from the Open Molecules 2025 dataset. Energies are from wB97M-V/def2-TZVPD.

Last column: Mulliken charge in e.
Geometry (Å):
Ba: 0.518 0.134 0.460  0.631
Br: 7.676 -1.301 -2.644  -0.160
P: -0.872 2.422 -1.974  -0.335
P: -2.965 1.060 -0.071  0.309
O: -3.802 -0.256 -0.294  0.004
O: -3.938 2.276 -0.022  -0.220
O: -0.215 2.112 -3.365  -0.283
O: 2.942 0.443 -1.108  0.757
O: 0.227 2.489 -0.973  -0.479
O: 2.712 -1.401 0.733  0.384
O: -1.799 3.672 -2.058  0.459
O: -2.051 1.041 1.099  -0.842
N: 0.376 -1.692 2.726  0.216
N: 0.069 -2.519 -0.564  -0.030
N: 5.514 -4.344 1.573  -0.042
N: 3.593 -3.342 2.037  -0.027
C: -6.228 2.854 0.383  -1.521
C: -4.766 -0.729 0.721  0.835
C: -0.758 1.911 -4.716  0.518
C: -4.051 -1.630 1.703  -1.272
C: -1.073 0.444 -4.917  -1.267
C: -0.682 -3.545 0.203  -0.559
C: 4.859 -2.351 0.202  1.223
C: 4.957 -5.056 2.624  0.342
C: 4.561 -6.625 4.335  -0.500
C: 3.852 -1.412 -0.008  -0.637
C: -0.054 -3.881 1.554  0.126
C: -1.262 5.059 -2.032  0.533
C: -2.242 5.916 -2.794  -1.248
C: -1.092 5.490 -0.593  -0.898
C: 3.344 -5.989 4.630  -0.736
C: 1.743 1.133 3.739  -0.600
C: 1.707 2.911 2.117  -0.415
C: 3.747 -4.415 2.904  0.359
C: -2.056 1.090 -1.642  -1.030
C: -0.390 -2.958 2.720  -0.852
C: 6.009 -2.314 -0.590  -1.260
C: 1.133 2.265 3.206  -0.407
C: 6.130 -1.353 -1.569  -0.749
C: -1.921 2.828 -5.020  -1.176
C: 3.991 -0.438 -0.999  0.555
C: 5.129 -0.408 -1.784  -0.636
C: 3.491 1.292 2.093  -0.306
C: 4.661 -3.340 1.262  0.083
C: -5.262 2.363 -0.669  0.970
C: 2.919 0.645 3.182  -0.308
C: 3.150 1.555 -1.996  -0.749
C: 5.391 -6.172 3.330  -1.115
C: 2.887 2.425 1.563  -0.261
C: -5.874 -1.425 -0.032  -1.508
C: -5.168 3.294 -1.854  -1.040
C: 2.921 -4.882 3.924  -0.477
H: -1.699 -3.175 0.349  -0.058
H: -5.932 3.844 0.731  0.327
H: 5.262 0.331 -2.558  0.663
H: -4.443 2.949 -2.590  0.095
H: -5.478 -2.280 -0.582  0.333
H: 6.391 -4.541 1.122  0.224
H: -1.650 3.872 -4.875  0.163
H: 3.220 1.208 -3.027  0.376
H: -1.274 0.261 -5.973  0.481
H: 4.412 0.917 1.665  0.416
H: -4.749 -1.952 2.476  0.462
H: -2.817 1.145 -2.429  0.266
H: 1.319 0.655 4.614  0.658
H: -6.624 -1.787 0.671  0.413
H: 0.089 2.185 -5.343  0.439
H: -0.248 -2.558 -1.529  0.193
H: -6.364 -0.753 -0.736  0.353
H: -6.267 2.183 1.240  0.347
H: 0.229 2.657 3.654  0.404
H: -0.757 -4.466 -0.379  0.440
H: -2.424 5.529 -3.795  0.249
H: -4.877 4.290 -1.525  0.190
H: -0.226 -0.177 -4.625  0.301
H: 1.246 3.802 1.712  0.193
H: 3.341 2.943 0.728  0.348
H: -3.190 5.976 -2.260  0.263
H: 6.328 -6.664 3.109  0.424
H: -1.570 0.120 -1.806  1.014
H: -3.680 -2.520 1.192  0.221
H: 1.986 -4.390 4.159  0.329
H: 0.011 -1.107 3.473  0.266
H: -1.841 6.925 -2.885  0.453
H: -0.300 5.030 -2.549  0.382
H: 4.062 2.086 -1.720  0.544
H: 2.731 -6.379 5.431  0.444
H: -6.143 3.361 -2.338  0.526
H: -5.527 1.355 -0.996  -0.015
H: -3.224 -1.106 2.181  0.267
H: 1.032 -3.980 1.450  -0.127
H: -1.451 -2.702 2.685  0.102
H: -2.794 2.600 -4.406  0.185
H: 1.338 -1.885 2.997  -0.025
H: 2.286 2.199 -1.878  -0.156
H: 4.856 -7.489 4.914  0.410
H: 6.810 -3.025 -0.446  0.542
H: -0.234 -3.507 3.653  0.423
H: -0.738 6.521 -0.566  0.509
H: 3.402 -0.227 3.605  0.474
H: -5.152 0.154 1.236  0.046
H: 1.047 -2.802 -0.597  0.019
H: -2.051 5.443 -0.075  0.268
H: -1.958 0.137 -4.358  0.180
H: -2.203 2.695 -6.065  0.550
H: 2.814 -2.152 1.416  0.146
H: -0.374 4.859 -0.073  -0.188
H: -0.410 -4.876 1.828  0.468
H: -7.229 2.923 -0.043  0.424

Force components x, y, z for each atom (eV/Å):
Ba 0.3 0.6 0.7
Br 0.0 0.0 0.0
P 0.1 0.0 0.1
P 0.1 0.0 0.1
O 0.0 0.0 0.0
O 0.0 0.0 0.0
O 0.0 0.0 0.0
O 0.0 0.0 -0.1
O -0.2 -0.4 0.1
O 0.0 0.0 -0.3
O 0.0 0.1 0.0
O 0.3 -0.2 -0.3
N -0.1 0.0 -0.1
N 0.0 0.0 0.0
N 0.0 0.0 0.0
N 0.0 -0.1 0.0
C 0.0 0.0 0.0
C 0.0 0.0 0.0
C 0.0 0.0 0.0
C 0.0 0.0 0.0
C 0.0 0.0 0.0
C 0.0 0.0 0.0
C 0.0 0.0 0.0
C 0.0 0.0 0.0
C 0.0 0.0 0.0
C -0.1 0.0 0.1
C 0.0 0.0 0.0
C 0.0 0.0 0.0
C 0.0 0.0 0.0
C 0.0 0.0 0.0
C 0.0 0.0 0.0
C 0.0 0.0 0.0
C 0.0 0.0 0.0
C 0.0 0.0 0.0
C -0.4 0.1 -0.4
C 0.0 0.0 0.0
C 0.0 0.0 0.0
C -0.1 0.0 0.0
C 0.0 0.0 0.0
C 0.0 0.0 0.0
C 0.0 0.0 0.0
C 0.0 0.0 0.0
C 0.0 0.0 0.0
C 0.1 0.0 0.0
C 0.0 0.0 0.0
C 0.0 0.0 0.0
C 0.0 0.0 0.0
C 0.0 0.0 0.0
C 0.0 0.0 -0.1
C 0.0 0.0 0.0
C 0.0 0.0 0.0
C 0.0 0.0 0.0
H 0.0 0.0 0.0
H 0.0 0.0 0.0
H 0.0 0.0 0.0
H 0.0 0.0 0.0
H 0.0 0.0 0.0
H 0.0 0.0 0.0
H 0.0 0.0 0.0
H 0.0 0.0 0.0
H 0.0 0.0 0.0
H 0.0 0.0 0.0
H 0.0 0.0 0.0
H 0.0 0.0 0.0
H 0.0 0.0 0.0
H 0.0 0.0 0.0
H 0.0 0.0 0.0
H 0.0 0.0 0.0
H 0.0 0.0 0.0
H 0.0 0.0 0.0
H 0.0 0.0 0.0
H 0.0 0.0 0.0
H 0.0 0.0 0.0
H 0.0 0.0 0.0
H 0.0 0.0 0.0
H 0.0 0.0 0.0
H 0.0 0.0 0.0
H 0.0 0.0 0.0
H 0.0 0.0 0.0
H 0.0 0.1 0.1
H 0.0 0.0 0.0
H 0.0 0.0 0.0
H 0.0 0.0 0.0
H 0.0 0.0 0.0
H 0.0 0.0 0.0
H 0.0 0.0 0.0
H 0.0 0.0 0.0
H 0.0 0.0 0.0
H 0.0 0.0 0.0
H 0.0 0.0 0.0
H 0.0 0.0 0.0
H 0.0 0.0 0.0
H 0.0 0.0 0.0
H 0.0 0.0 0.0
H 0.0 0.0 0.0
H 0.0 0.0 0.0
H 0.0 0.0 0.0
H 0.0 0.0 0.0
H 0.0 0.0 0.0
H 0.0 0.0 0.0
H 0.0 0.0 0.0
H 0.0 0.0 0.0
H 0.0 0.0 0.0
H 0.0 0.0 0.0
H 0.0 0.0 0.0
H 0.0 -0.1 0.1
H 0.0 0.0 0.0
H 0.0 0.0 0.0
H 0.0 0.0 0.0

Its gap between HOMO and LUMO is 8.454 eV. For the energy above the lowest of the compared OMol25 structures with the same formula, charge and spin, the calculation gives 53.81 kJ/mol. The LUMO energy comes out at -4.188 eV. Its charge is +2.